1.
Computed, not measured: 2 unconnected molecules or ions with the total composition C4H12N2, with wB97M-V/def2-TZVPD.

Properties
DFT total energy = -7320.174 eV
gap between HOMO and LUMO = 10.26 eV
HOMO = -9.2798 eV

```
18
C4H12N2 wB97M-V/def2-TZVPD
C -0.312 -1.190 -2.065
N -1.527 -1.055 -1.579
C -2.044 -2.423 -1.112
H 0.126 -0.394 -2.758
H 0.434 -1.959 -2.090
H -2.090 -2.230 -0.015
H -1.401 -3.328 -1.159
H -3.012 -2.551 -1.612
C 1.796 1.599 0.468
C 0.999 1.833 1.789
N -0.227 1.061 2.070
H 1.417 2.018 -0.533
H 2.838 2.055 0.366
H 1.761 0.493 0.284
H 1.748 1.582 2.469
H 0.633 2.898 2.095
H -1.013 1.463 1.558
H -0.126 0.126 1.825
```

***

2.
Computed, not measured: 2 unconnected molecules or ions with the total composition C4H12N2, with wB97M-V/def2-TZVPD.

Properties
DFT total energy = -7321.404 eV
gap between HOMO and LUMO = 10.58 eV
HOMO = -9.4702 eV

```
18
C4H12N2 wB97M-V/def2-TZVPD
C -2.479 0.803 -0.333
C -2.011 1.979 0.075
C -0.669 2.533 -0.381
H -3.437 0.336 -0.145
H -1.757 0.087 -0.730
H -2.749 2.740 0.318
H -0.228 3.069 0.457
H -0.038 1.744 -0.788
H -0.832 3.239 -1.188
N 1.044 -1.979 -0.921
C 1.477 -2.268 0.407
N 2.033 -1.119 1.192
H 0.185 -1.442 -0.869
H 1.586 -1.471 -1.609
H 0.624 -2.638 0.973
H 2.207 -3.083 0.377
H 2.015 -1.484 2.152
H 3.029 -1.047 1.010
```

***

3.
Computed, not measured: 2 unconnected molecules or ions with the total composition C4H12N2, with wB97M-V/def2-TZVPD.

Properties
DFT total energy = -7321.223 eV
gap between HOMO and LUMO = 9.69 eV
HOMO = -8.6583 eV

```
18
C4H12N2 wB97M-V/def2-TZVPD
C -0.411 -1.733 1.019
N -0.983 -1.114 -0.156
C -0.328 0.155 -0.442
C -0.840 -2.035 -1.269
H -0.387 -1.101 1.914
H 0.645 -2.001 0.858
H -0.952 -2.619 1.357
H -0.844 0.580 -1.307
H -0.431 0.807 0.420
H 0.734 0.009 -0.700
H -1.205 -1.570 -2.186
H -1.440 -2.928 -1.086
H 0.207 -2.325 -1.446
C 1.253 2.962 0.281
N 0.605 3.536 1.203
H 0.775 2.393 -0.507
H 2.333 3.089 0.160
H 1.270 3.894 1.886
```

***

4.
Computed, not measured: a single C4H12N2 molecule, with wB97M-V/def2-TZVPD.

Properties
DFT total energy = -7320.866 eV
gap between HOMO and LUMO = 9.79 eV
HOMO = -8.6997 eV

```
18
C4H12N2 wB97M-V/def2-TZVPD
C -0.193 -1.067 2.429
N 0.913 -0.656 1.515
C 0.619 0.658 0.915
C 0.583 0.822 -0.700
N -0.757 0.458 -1.160
C -0.721 0.176 -2.658
H 0.188 -2.003 3.049
H -1.111 -1.555 1.987
H -0.590 -0.192 2.965
H 1.108 -1.409 0.835
H -0.317 1.103 1.218
H 1.289 1.479 1.298
H 0.816 1.897 -0.852
H 1.441 0.292 -1.139
H -0.958 -0.409 -0.623
H -1.668 0.663 -3.058
H 0.241 0.542 -3.037
H -0.882 -0.796 -2.982
```

***

5.
Computed, not measured: a gas-phase ion, C4H12N2 (charge +2), with wB97M-V/def2-TZVPD.

Properties
DFT total energy = -7305.495 eV
total charge = +2
gap between HOMO and LUMO = 12.03 eV
HOMO = -18.9743 eV

```
18
C4H12N2 wB97M-V/def2-TZVPD
C 0.275 -0.779 1.790
C -0.076 0.276 1.079
N -0.541 1.498 1.803
C -0.152 0.377 -0.421
C 0.463 -0.790 -1.189
N 0.116 -0.763 -2.640
H 0.222 -0.782 2.869
H 0.435 -1.752 1.350
H -1.562 1.516 1.869
H -0.236 2.359 1.340
H -0.109 1.467 2.731
H 0.292 1.303 -0.823
H -1.224 0.433 -0.669
H 1.537 -0.884 -1.092
H 0.047 -1.707 -0.785
H 0.501 -1.577 -3.134
H -0.881 -0.698 -2.867
H 0.524 0.046 -3.123
```

***

6.
Computed, not measured: 2 unconnected molecules or ions with the total composition C4H12N2, with wB97M-V/def2-TZVPD.

Properties
DFT total energy = -7300.071 eV
total charge = +2
gap between HOMO and LUMO = 6.95 eV
HOMO = -17.9505 eV

```
18
C4H12N2 wB97M-V/def2-TZVPD
C -0.076 -0.131 -0.638
C 0.802 0.845 -0.061
C -0.180 1.286 0.988
C -0.844 0.351 1.770
N -2.373 0.429 1.751
N 1.972 -1.702 -2.343
H -0.754 0.246 -1.389
H -0.097 -1.145 -0.276
H 1.011 1.724 -0.712
H 1.762 0.387 0.155
H -0.027 2.367 1.142
H -0.412 -0.625 1.956
H -2.768 -0.018 0.918
H -2.585 1.405 1.498
H -2.763 0.057 2.628
H 2.365 -1.450 -3.267
H 2.272 -2.692 -2.393
H 2.697 -1.333 -1.728
```

***

7.
Computed, not measured: a single C4H12N2O molecule, with wB97M-V/def2-TZVPD.

Properties
DFT total energy = -9368.963 eV
gap between HOMO and LUMO = 9.54 eV
HOMO = -8.5178 eV

```
19
C4H12N2O wB97M-V/def2-TZVPD
N 1.929 2.732 0.653
C 1.299 1.450 0.746
C 0.075 1.179 -0.201
C -0.757 -0.066 0.138
N -0.895 -1.017 -0.900
C -1.344 -2.333 -0.524
O -0.248 -3.179 -0.107
H 1.780 3.464 1.318
H 1.997 3.042 -0.313
H 0.989 1.147 1.758
H 1.884 0.574 0.443
H 0.364 1.298 -1.269
H -0.548 2.079 -0.029
H -0.499 -0.426 1.172
H -1.768 0.343 0.353
H -0.181 -1.131 -1.607
H -2.023 -2.309 0.319
H -1.743 -2.797 -1.442
H -0.311 -4.049 -0.508
```

***

8.
Computed, not measured: 2 unconnected molecules or ions with the total composition C4H12N2O, with wB97M-V/def2-TZVPD.

Properties
DFT total energy = -9369.675 eV
gap between HOMO and LUMO = 10.14 eV
HOMO = -9.1582 eV

```
19
C4H12N2O wB97M-V/def2-TZVPD
C 0.009 -0.703 1.249
C -1.154 -0.903 0.292
C -1.598 0.348 -0.433
N -0.579 0.830 -1.416
C -0.264 0.051 -2.352
N 0.811 0.258 -3.197
H 0.135 0.304 1.633
H 0.931 -1.125 0.841
H -0.051 -1.376 2.092
H -2.007 -1.375 0.787
H -0.919 -1.715 -0.401
H -2.503 0.142 -1.009
H -1.758 1.214 0.204
H -0.632 -0.983 -2.382
H 0.720 -0.170 -4.106
H 1.082 1.227 -3.309
O 2.371 1.485 4.089
H 2.160 1.362 3.154
H 3.245 1.129 4.264
```

***

9.
Computed, not measured: 2 unconnected molecules or ions with the total composition C4H12N2O, with wB97M-V/def2-TZVPD.

Properties
DFT total energy = -9368.932 eV
gap between HOMO and LUMO = 8.36 eV
HOMO = -7.7120 eV

```
19
C4H12N2O wB97M-V/def2-TZVPD
C 1.915 1.738 -2.136
C 1.513 1.917 -0.685
C 1.011 0.647 0.090
N 0.526 1.049 1.360
C 0.529 -0.397 -0.595
N -0.565 -1.226 -0.220
H 2.294 0.725 -2.273
H 1.085 1.965 -2.811
H 2.760 2.382 -2.412
H 2.387 2.267 -0.134
H 0.780 2.634 -0.296
H -0.151 0.342 1.642
H 0.086 1.956 1.413
H 1.033 -0.726 -1.494
H -0.974 -1.762 -0.966
H -0.400 -1.848 0.561
O -3.994 -3.052 1.814
H -3.902 -2.126 2.051
H -3.215 -3.452 2.208
```

***

10.
Computed, not measured: 2 unconnected molecules or ions with the total composition C4H12N2O, with wB97M-V/def2-TZVPD.

Properties
DFT total energy = -9365.603 eV
gap between HOMO and LUMO = 8.87 eV
HOMO = -7.8715 eV

```
19
C4H12N2O wB97M-V/def2-TZVPD
C 0.443 -0.258 -0.978
C 0.927 0.265 0.419
C 0.799 -0.902 1.525
C 0.174 1.646 0.609
O 0.711 2.649 0.768
H -0.232 -1.150 -0.868
H 1.286 -0.552 -1.613
H -0.011 0.493 -1.571
H 2.076 0.334 0.431
H -0.185 -1.054 2.118
H 1.537 -0.727 2.192
H 1.100 -1.872 0.987
H -0.955 1.431 0.463
N -2.510 -0.949 -1.413
N -2.381 0.304 -0.632
H -1.940 -1.089 -2.295
H -3.417 -1.247 -1.500
H -1.385 0.193 -0.355
H -3.467 0.437 -0.169
```

***

ΔE to the lowest compared entry with this formula, charge and spin? In order: 65.8 37.5 41.6 49.9 5.5 130.6 51.4 35.0 52.2 128.9 kcal per mole.